C5H8O | the ωB97M-V functional and the def2-TZVPD basis

Structure (XYZ):
```
14
Properties=species:S:1:pos:R:3:forces:R:3:nbo_charge:R:1
C 0.8000 0.3930 1.0393 0.03 -0.07 0.27 -0.0871
C -0.1821 -0.6785 1.4291 -0.73 0.14 -0.01 -0.6309
C 0.2140 -1.1312 -1.3762 0.36 -0.17 0.04 -0.2817
C -0.3445 0.1016 -1.6538 0.09 -0.11 0.21 -0.5385
C -0.6169 1.1027 -0.7025 0.85 0.75 -0.61 0.3550
O 0.0482 1.4303 0.3775 -0.58 -0.30 -0.08 -0.4322
H 1.2725 0.8909 1.8865 -0.01 0.01 -0.14 0.1961
H 1.5554 -0.0144 0.3507 -0.24 0.10 0.03 0.2144
H 0.3630 -1.5901 1.6963 -0.50 -0.01 -0.42 0.2303
H -0.8644 -0.4039 2.2315 0.42 0.33 0.55 0.1984
H 0.5466 -1.7176 -2.2419 -0.12 0.47 -0.35 0.1318
H -0.6178 0.4506 -2.6571 -0.44 -0.11 0.13 0.2158
H -0.8701 -0.7463 0.5626 0.74 -1.00 0.62 0.2422
H -1.3038 1.9129 -0.9420 0.12 -0.03 -0.24 0.1863
```
Forces are in eV/Å.

LUMO energy (alpha / beta) = -0.0140 / -0.0139 Ha
calculated total energy = -7357.274 eV
maximum force = 1.39 eV/A
2S+1 = 1
orbital gap (alpha / beta) = 0.261 / 0.261 hartree


C2H9N3O | the ωB97M-V functional and the def2-TZVPD basis

Structure (XYZ):
```
15
Properties=species:S:1:pos:R:3:forces:R:3:nbo_charge:R:1
N 0.1193 -0.0738 1.9563 -1.47 -0.19 -0.58 -0.9018
C -0.3096 -0.8585 3.1570 1.01 1.02 -1.64 -0.0501
N -0.6796 0.0783 4.1217 -0.61 -1.12 2.76 -0.8525
H -0.6095 -0.1015 1.2511 0.14 0.11 0.05 0.3569
H 0.9813 -0.1208 1.4695 1.01 -0.75 0.18 0.3650
H -1.1526 -1.5054 2.8470 0.61 0.06 0.51 0.1797
H 0.5563 -1.3854 3.6170 -0.73 -0.20 -0.74 0.1838
H 0.0683 0.5774 4.4839 1.94 0.61 0.66 0.3506
H -1.3884 0.7457 4.1224 -1.89 0.46 -1.22 0.3683
C 0.0282 0.0435 -3.5390 -0.47 -0.90 -1.20 0.5132
N 1.3423 0.3605 -3.5797 1.55 0.21 -0.06 -0.8401
O -0.6841 0.4760 -2.6945 -1.45 0.86 1.85 -0.6027
H -0.5040 -0.6438 -4.3031 1.75 0.72 0.37 0.1235
H 1.9609 0.0110 -4.3026 -0.31 0.08 0.28 0.3939
H 1.7749 0.9496 -2.8246 -1.07 -0.99 -1.22 0.4125
```
Forces are in eV/Å.

LUMO energy = 0.0323 Ha
calculated total energy = -8736.810 eV
maximum force = 3.04 eV/A
2S+1 = 1
SMILES = NC=O.NCN
orbital gap = 0.342 hartree


CBrF2I | the ωB97M-V functional and the def2-TZVPD basis

Structure (XYZ):
```
5
Properties=species:S:1:pos:R:3:forces:R:3:nbo_charge:R:1
C 0.2043 0.2235 0.0475 -2.05 1.24 -0.58 0.6356
F -0.1614 -0.5378 1.0390 0.09 0.28 -0.04 -0.3023
F -0.1367 -0.3234 -1.0953 0.25 -0.02 0.28 -0.3110
Br -1.5360 2.0591 0.0108 1.95 -1.69 0.23 -0.2846
I 2.1860 0.8825 0.0983 -0.24 0.19 0.10 0.2624
```
Forces are in eV/Å.

LUMO energy (alpha / beta) = -0.0723 / -0.0723 Ha
calculated total energy = -84613.369 eV
maximum force = 2.59 eV/A
2S+1 = 1
orbital gap (alpha / beta) = 0.298 / 0.298 hartree


C43H48BFN11O3SeTi | the ωB97M-V functional and the def2-TZVPD basis

Structure (XYZ):
```
109
Properties=species:S:1:pos:R:3:forces:R:3:lowdin_spin:R:1
Ti 9.2343 12.7817 15.4486 0.68 0.43 0.78 0.9336
C 14.0314 8.3010 13.6868 2.10 -0.15 1.07 0.0000
C 12.5957 8.6491 13.5831 0.10 1.39 -0.67 0.0001
C 11.4734 8.0343 14.1675 0.23 -0.72 0.09 0.0001
C 10.3990 8.8112 13.7859 0.88 0.43 -0.38 0.0003
N 10.9099 9.8465 13.0642 -0.14 -0.10 0.16 0.0001
N 12.2577 9.7668 12.9023 -0.83 -1.40 1.12 0.0000
B 10.1595 10.9149 12.2733 -0.33 0.56 0.22 0.0002
N 10.7606 12.3101 12.4573 1.00 1.14 0.09 0.0007
C 11.8084 12.7682 11.7380 0.60 -1.43 -0.94 0.0041
C 12.3554 13.8733 12.3357 0.11 -0.39 -0.42 0.0010
C 11.5655 14.0728 13.4712 -0.06 -0.03 -0.31 0.0044
C 11.7219 15.2215 14.3982 0.57 0.43 -0.25 0.0034
N 10.6095 13.1450 13.5557 -0.28 -0.33 -0.12 0.0015
N 8.6578 10.9396 12.7026 -0.18 -0.17 -0.73 0.0005
C 7.6764 10.4138 11.9460 0.79 -0.85 -0.40 0.0030
C 6.5051 10.5058 12.6376 -0.56 0.11 -0.49 0.0006
C 6.8252 11.1846 13.8142 -0.47 0.11 0.17 0.0043
C 5.8430 11.6050 14.8508 -0.03 0.20 0.95 0.0031
N 8.1167 11.4429 13.8332 1.31 0.19 0.94 0.0038
N 10.2662 10.4478 10.7910 -0.07 0.79 -1.05 0.0000
C 10.2875 9.1654 10.4233 0.02 -1.10 0.06 0.0000
C 10.2071 9.0656 9.0411 -0.09 -0.90 0.62 0.0000
C 10.1398 10.3949 8.6367 -0.42 0.97 -0.23 0.0000
C 9.9340 10.9993 7.2890 -0.29 -0.31 0.10 0.0000
N 10.1770 11.2360 9.6506 -0.11 -0.33 1.48 0.0000
H 14.6859 9.1450 14.1118 -1.19 -0.97 -0.68 0.0000
H 14.1888 7.4617 14.3941 -0.26 0.35 -0.22 0.0000
H 14.5377 7.9572 12.7626 -0.59 0.37 0.14 0.0000
H 11.4946 7.1367 14.8025 -0.16 0.60 -0.46 0.0000
H 9.3418 8.6904 13.9382 0.00 0.18 0.09 0.0001
H 12.1763 12.1688 10.8741 -0.52 0.79 0.86 0.0003
H 13.2522 14.3973 12.0155 -0.42 0.01 0.16 0.0000
H 10.7611 15.7303 14.4764 0.29 0.39 0.01 0.0007
H 11.9918 14.8862 15.3813 0.01 -0.21 0.55 0.0005
H 12.5624 15.8911 14.0683 -1.02 -0.49 0.01 0.0001
H 7.9376 9.9120 11.0120 -0.33 0.39 0.34 0.0002
H 5.5352 10.2253 12.2723 -0.17 -0.09 0.13 0.0000
H 4.8553 11.4663 14.4250 -0.26 0.11 0.04 0.0002
H 5.8829 11.0323 15.7916 0.20 -0.22 -0.41 0.0004
H 5.9591 12.6408 15.1998 0.08 -0.16 -0.56 0.0009
H 10.3235 8.3755 11.1740 0.11 0.27 -0.29 0.0000
H 10.1538 8.1380 8.4617 0.11 0.59 0.22 0.0000
H 10.3747 10.3155 6.5595 0.13 0.54 -0.33 0.0000
H 8.8567 11.0876 7.0669 0.34 -0.06 0.05 0.0000
H 10.3462 12.0149 7.3274 0.10 -0.36 -0.47 0.0000
C 8.9973 20.6164 16.1143 1.12 -1.83 -0.51 0.0040
C 8.2225 19.6093 16.9959 -1.39 1.53 -0.46 0.0080
C 8.2354 19.9840 18.4600 0.06 0.79 0.47 0.0043
C 9.6697 19.9350 18.9790 -0.27 -0.44 1.21 0.0065
C 10.2720 18.6037 18.6460 0.20 0.02 -0.22 0.0693
C 11.3982 18.1303 19.3355 1.54 -0.73 -0.29 0.1779
C 11.9867 16.8758 18.9870 -0.87 2.21 0.66 0.0144
F 13.1638 16.5566 19.5364 0.53 -0.11 0.48 -0.0097
C 11.4051 16.0315 18.1163 -0.61 -0.96 -1.01 0.1046
C 10.2320 16.4989 17.4531 -0.61 -0.02 -0.25 0.0137
C 9.5000 15.6146 16.6199 1.48 -0.31 0.47 0.1655
O 9.9812 14.4097 16.4733 -0.89 -1.16 -0.54 0.0890
C 8.3678 16.0984 15.9772 -2.38 1.57 -1.34 0.0046
C 7.9701 17.4144 16.0847 -0.36 -0.89 -0.42 0.1514
N 8.6527 18.2830 16.8783 0.84 -1.43 -0.27 0.0950
C 9.7248 17.8242 17.6572 0.40 -0.79 0.17 0.0393
C 7.4432 15.3065 15.0773 -0.11 0.11 -0.44 0.0007
O 6.4424 15.8386 14.5738 0.57 -0.36 0.44 0.0109
O 7.7893 14.0900 14.8538 0.22 -0.37 0.06 0.0077
H 8.6660 21.6208 16.2474 -0.22 0.80 0.31 0.0005
H 8.8249 20.3368 15.0526 0.25 0.18 0.56 0.0006
H 10.0990 20.5137 16.3283 -1.04 0.29 -0.30 0.0009
H 7.1851 19.5623 16.5997 0.36 0.47 0.46 0.0008
H 7.6203 19.2891 19.0159 -0.19 -0.30 0.13 0.0004
H 7.8007 20.9778 18.6003 0.04 0.03 -0.02 0.0003
H 9.7249 20.0072 20.1021 -0.24 0.31 -1.01 0.0015
H 10.2235 20.7576 18.5483 0.38 0.35 0.00 0.0017
H 12.0029 18.8508 19.8825 -0.13 -0.24 0.30 0.0168
H 11.7881 15.0201 17.8782 -0.25 0.81 0.26 0.0066
H 7.0550 17.7650 15.5368 1.14 -0.38 0.69 0.0104
Se 13.7711 11.9568 17.5952 -0.72 -0.13 -0.39 0.0111
C 12.1612 11.9404 16.7237 -0.45 0.29 -0.30 0.0148
N 11.1280 12.0010 16.1727 1.33 -0.03 0.41 0.0081
C 10.3003 9.1345 17.1860 0.04 0.33 0.13 0.0052
C 8.9024 8.6562 17.4982 -0.62 -0.08 -0.34 0.0198
C 8.1029 8.2094 16.2592 0.95 -0.76 -0.28 0.0130
C 8.0452 9.6482 18.2628 0.74 -0.07 -0.09 0.1870
C 7.3075 9.0703 19.2741 -0.11 0.07 -0.50 -0.0003
C 6.4408 9.8032 20.0399 -0.82 0.60 1.17 0.2187
C 6.4311 11.2060 19.9267 -0.76 -0.95 0.41 -0.0011
C 7.1937 11.8515 19.0293 1.25 0.74 -0.59 0.1347
C 7.2385 13.3511 19.2233 0.65 0.82 -0.38 0.0149
C 8.6582 13.8801 19.5084 0.22 -0.75 1.66 0.0094
C 6.7042 14.1161 18.0342 -0.30 0.53 -0.40 0.0078
C 8.0163 11.0945 17.9978 -1.18 0.06 1.32 0.0327
N 8.5461 11.6662 16.9911 -0.13 0.49 -1.16 0.3449
H 10.9495 8.3714 16.7907 0.15 -0.63 0.13 0.0003
H 10.7427 9.5605 18.0847 0.22 0.04 0.03 0.0001
H 10.3172 9.9032 16.4286 -0.24 0.21 0.02 0.0004
H 8.9350 7.7964 18.1890 0.31 0.04 -0.39 0.0015
H 7.9497 9.0062 15.5569 0.14 0.69 -0.31 0.0000
H 7.1220 7.9063 16.5538 -0.75 -0.46 0.28 0.0004
H 8.5855 7.3669 15.7020 -0.23 0.53 0.51 0.0018
H 7.3925 8.0029 19.3854 -0.09 -0.29 0.22 -0.0055
H 5.8176 9.3806 20.8316 0.22 -0.25 -0.31 0.0155
H 5.7870 11.7995 20.5730 0.13 -0.19 0.10 -0.0048
H 6.6199 13.6214 20.1023 0.17 -0.37 -0.30 -0.0001
H 9.3454 13.6786 18.6980 0.04 0.10 -0.34 0.0013
H 9.0715 13.3325 20.4108 -0.33 0.68 -0.79 0.0002
H 8.6386 14.9647 19.7397 0.03 -0.53 -0.22 0.0008
H 7.3568 13.9740 17.1714 -0.19 -0.03 0.24 -0.0001
H 6.6538 15.2056 18.2388 -0.02 -0.52 -0.04 0.0016
H 5.7109 13.7561 17.7667 -0.18 0.10 -0.12 0.0003
```
Forces are in eV/Å.

LUMO energy (alpha / beta) = 0.1505 / 0.1359 Ha
calculated total energy = -159766.390 eV
maximum force = 3.15 eV/A
<S²> = 3.84
2S+1 = 4
total charge = -2
orbital gap (alpha / beta) = 0.156 / 0.232 hartree


C6H13N2O6 | the ωB97M-V functional and the def2-TZVPD basis

Structure (XYZ):
```
27
Properties=species:S:1:pos:R:3:forces:R:3:nbo_charge:R:1
N 2.1440 1.2379 2.0815 -0.22 0.36 -1.03 -0.8805
C 2.4760 1.8398 0.7725 1.54 -1.73 -0.08 0.0680
O 1.8764 3.1402 0.5206 -2.35 -1.02 -0.42 -0.5390
C 0.4796 3.1389 0.7420 -2.02 1.80 4.09 0.9945
O 0.0587 3.6940 1.7903 1.79 -1.85 -3.81 -0.5759
O -0.4836 2.5629 -0.1198 2.62 -0.14 1.09 -0.5408
C -1.0018 1.3128 0.4039 0.70 -1.98 -0.88 0.1661
O -2.3713 1.3882 0.9047 1.25 -0.18 -0.43 -0.3593
N -2.7242 2.6431 1.2505 -1.21 0.45 1.92 0.3584
O -3.5077 2.6130 2.1635 0.77 0.17 -1.55 -0.3264
H 1.8285 1.9268 2.7729 0.13 -0.46 -0.49 0.3851
H 1.5167 0.4301 2.0057 0.22 0.70 0.08 0.3883
H 3.6198 1.9913 0.7575 -1.89 0.41 -0.15 0.1782
H 2.2696 1.0853 -0.0760 -0.07 1.18 1.34 0.1929
H -0.9555 0.5328 -0.4478 -0.49 0.91 1.56 0.2826
H -0.3746 0.8710 1.2577 -0.95 1.04 -1.21 0.1762
C -1.5547 -2.7388 -2.1469 0.18 -0.28 -0.90 -0.6239
C -0.3723 -2.1193 -1.3760 -0.87 -1.53 1.09 0.1217
C 0.6357 -3.2318 -1.0259 0.51 -0.36 -0.75 -0.6222
O -0.8434 -1.6048 -0.2299 0.18 1.59 0.43 -0.9721
H -2.0754 -3.5052 -1.5623 0.18 0.17 0.18 0.1882
H -2.2874 -1.9761 -2.4318 0.12 0.04 0.16 0.1901
H -1.2036 -3.2165 -3.0730 -0.09 -0.06 -0.14 0.1574
H 0.1470 -1.4569 -2.0993 0.16 0.53 -0.07 0.0611
H 0.1898 -4.0150 -0.4030 -0.18 0.25 0.00 0.1882
H 1.5033 -2.8288 -0.4916 -0.17 0.11 0.01 0.1852
H 1.0104 -3.7147 -1.9400 0.14 -0.12 -0.03 0.1580
```
Forces are in eV/Å.

LUMO energy = 0.1167 Ha
calculated total energy = -21693.547 eV
maximum force = 4.90 eV/A
2S+1 = 1
total charge = -1
orbital gap = 0.232 hartree